# 1
15
Properties=species:S:1:pos:R:3:forces:R:3:lowdin_charge:R:1 method="wB97M-V/def2-TZVPD" orbital_gap_ev=8.47 charge=+1 smiles="C#[N+]CC1=C[C@@H]1C" de_lowest_ev=6.475 energy_ha=-287.71827
C -1.358584 -0.588459 -0.873648 1.374 2.020 -0.444 -0.0640
C -0.593878 0.608677 -0.288771 0.359 -1.226 1.809 -0.1315
C 0.564673 1.048043 0.644681 1.257 -2.576 -0.035 -0.2383
C -1.527604 -2.627795 0.623445 0.580 -1.472 0.582 0.3249
C -0.352230 1.878516 -0.221771 -0.305 -0.059 -0.128 0.0632
C 2.058879 0.674387 0.234627 -1.868 -0.572 -2.689 -0.0807
N -1.518120 -1.745492 -0.105325 -0.715 -1.298 3.628 0.1210
H -0.627830 -1.091137 -1.506563 -0.344 0.952 -1.856 0.1595
H -2.330386 -0.200624 -1.195843 0.266 -0.724 -0.729 0.1617
H -0.651230 2.849625 -0.612386 0.356 -0.213 0.287 0.1206
H 0.546904 0.899103 1.762879 -1.044 0.759 -1.081 0.1277
H -1.402166 -3.582526 1.305185 -0.511 2.293 -1.631 0.2047
H 2.059893 0.773462 -0.932225 0.483 -0.182 2.035 0.1039
H 2.509925 -0.348784 0.503590 -1.176 1.508 -0.088 0.0911
H 2.621751 1.453005 0.662124 1.289 0.791 0.341 0.0365

=====

# 2
15
Properties=species:S:1:pos:R:3:forces:R:3:lowdin_charge:R:1 method="wB97M-V/def2-TZVPD" orbital_gap_ev=9.71 charge=+1 de_lowest_ev=8.911 energy_ha=-287.62876
C -1.579335 -0.185612 1.262500 1.993 0.722 -2.388 -0.2929
C -2.339217 -0.392309 2.252234 -1.129 -0.336 1.817 0.3212
C -1.757213 -0.303744 -0.244894 1.084 -2.568 1.460 0.1095
C 0.332250 1.372564 0.152926 0.109 -2.539 0.897 0.0967
C 0.965815 -0.015419 0.273658 0.387 0.268 -0.197 -0.1763
C 1.539425 -0.761914 -0.926273 2.014 1.287 2.259 -0.0027
N -0.484497 0.163049 0.408627 -1.948 -1.593 -1.287 -0.0837
H -1.895371 -1.372381 -0.655392 0.612 2.053 0.465 0.1838
H -2.269679 0.541196 -0.563610 -1.039 1.013 -1.300 0.1138
H 0.108159 1.923073 1.002103 0.887 1.689 1.425 0.1225
H 0.309287 1.825601 -0.786819 -0.490 0.528 -1.404 0.1271
H 1.543942 -0.252237 1.169951 -0.750 0.141 0.124 0.1679
H 1.137439 -0.515856 -1.893840 -0.440 -0.624 -0.236 0.0910
H 1.853955 -1.769012 -0.575692 -1.005 0.249 -0.998 0.1107
H 2.535041 -0.256997 -0.875481 -0.286 -0.292 -0.638 0.1113

=====

# 3
15
Properties=species:S:1:pos:R:3:forces:R:3:lowdin_charge:R:1 method="wB97M-V/def2-TZVPD" orbital_gap_ev=10.68 charge=+1 smiles="C[N+]1=C[C@H]2[C@@H]3[C@H]2[C@@H]31" de_lowest_ev=3.939 energy_ha=-287.81147
C 0.900288 0.069354 0.888391 0.794 0.025 0.080 0.0836
C -0.075639 -0.965910 1.285443 -1.005 -0.081 -0.616 -0.0473
C -1.422794 -0.532931 0.636853 1.818 -0.461 -0.365 -0.0047
C -0.718960 -1.622349 0.041307 1.466 3.233 0.684 -0.0120
C -0.624392 -0.297492 -0.655404 -0.721 -0.449 2.881 -0.0914
C 1.067383 1.582423 -1.138428 -3.896 -0.408 1.043 0.0678
N 0.547150 0.463192 -0.294198 1.063 -0.383 0.426 -0.0888
H 1.777903 0.506633 1.454812 -1.238 -0.664 -0.796 0.1874
H -0.166139 -1.584360 2.146761 0.656 0.214 0.886 0.1432
H -2.343525 -0.341522 1.097972 -1.230 0.201 0.139 0.1395
H -0.886132 -2.583902 -0.235486 -0.417 -2.626 -0.714 0.1241
H -1.159922 -0.093709 -1.490998 -1.006 0.757 -2.676 0.1325
H 0.819100 1.218129 -2.174673 1.388 0.879 0.814 0.1264
H 2.022358 1.814029 -0.704809 0.608 0.339 -0.895 0.0959
H 0.263321 2.368416 -0.857541 1.719 -0.578 -0.890 0.1436

=====

# 4
16
Properties=species:S:1:pos:R:3:forces:R:3:lowdin_charge:R:1 method="wB97M-V/def2-TZVPD" orbital_gap_ev=10.23 smiles="C#C[C@@]1(N=C)N[C@H]1C" de_lowest_ev=3.574 energy_ha=-342.80257
C -0.035330 -0.544682 -0.780055 -0.508 -0.201 -0.197 -0.2988
C -0.889319 -1.775145 -0.623817 0.049 -0.055 -0.413 -0.0526
C 0.196598 0.381185 0.384070 0.010 -0.275 -0.431 -0.4990
C 0.955136 2.328358 -0.705325 0.370 -0.052 -0.328 -0.0390
N 0.278891 1.776757 0.194226 -0.194 0.640 0.066 0.0640
N 1.217925 -0.547610 -0.084115 0.722 -0.300 0.230 0.1114
C -0.418865 0.069057 1.646368 -0.178 -0.185 0.596 -0.0629
C -0.970296 -0.160797 2.684207 0.290 0.082 -0.556 0.1394
H -0.100646 -0.066183 -1.756230 0.098 0.173 0.136 0.1386
H 1.991351 -0.091310 -0.560170 -0.232 0.145 -0.016 0.0943
H -0.580264 -2.534508 -1.361493 -0.100 0.205 0.305 0.0821
H -1.940141 -1.529403 -0.807739 0.107 -0.074 0.076 0.0827
H -0.776201 -2.176442 0.382028 -0.047 -0.048 -0.082 0.0738
H 1.567074 1.819973 -1.472349 -0.135 -0.044 0.244 0.0791
H 0.954381 3.411521 -0.735072 -0.007 0.100 -0.125 0.0683
H -1.450294 -0.360770 3.595465 -0.247 -0.112 0.496 0.0186

=====

# 5
16
Properties=species:S:1:pos:R:3:forces:R:3:lowdin_charge:R:1 method="wB97M-V/def2-TZVPD" orbital_gap_ev=8.91 de_lowest_ev=3.042 energy_ha=-342.82214
C -2.095056 -0.778156 0.960222 1.506 -1.308 0.588 -0.0317
C 0.892196 1.739396 -1.123631 0.097 -0.067 0.019 -0.0365
C -0.255538 -1.408831 0.843002 -2.098 0.200 0.506 -0.2219
C -0.140309 -0.213819 0.084996 -0.731 0.681 -0.287 -0.1944
C 1.080420 0.453536 -0.353236 0.384 0.221 -0.283 -0.3916
C -1.489012 0.086888 -0.004613 1.203 0.129 -0.659 -0.0594
N 0.205542 -2.466478 1.261924 0.077 -0.654 -0.149 0.1522
N 2.198004 -0.096322 -0.073091 -0.259 -0.023 -0.042 0.1483
H 1.086291 -2.758492 0.834094 0.095 0.314 0.124 0.0694
H 2.987190 0.433658 -0.441881 -0.113 0.090 0.018 0.0509
H -1.989013 -0.527771 2.008996 -0.220 0.275 -0.016 0.0837
H -2.992997 -1.340704 0.718094 0.025 -0.013 0.069 0.0767
H -1.991970 0.681434 -0.758083 0.040 0.215 0.070 0.1110
H 0.253195 1.572748 -1.993666 0.006 -0.012 0.026 0.0834
H 0.402425 2.488228 -0.497790 0.013 -0.027 -0.008 0.0857
H 1.848631 2.134686 -1.465335 -0.023 -0.021 0.024 0.0743

=====

# 6
16
Properties=species:S:1:pos:R:3:forces:R:3:lowdin_charge:R:1 method="wB97M-V/def2-TZVPD" orbital_gap_ev=9.88 de_lowest_ev=4.069 energy_ha=-342.78440
C 1.213736 0.235606 -0.536839 -0.147 0.309 -0.455 -0.0727
C 0.133076 1.915841 1.285608 0.144 -0.077 0.568 -0.0223
C 0.337664 0.604328 0.635182 -0.196 -0.909 -1.085 -0.3403
C 0.329282 -1.005879 -0.630082 1.571 0.277 3.179 -0.2940
C -2.253565 -0.372892 -0.047543 -1.371 -1.072 -3.450 -0.1697
C 0.578764 -2.233493 -1.055324 -0.630 0.495 -0.059 0.0562
N -0.410338 -0.461302 0.651971 1.591 -0.107 -1.141 0.0848
N -2.093567 -0.557276 -1.206843 -1.055 0.884 2.426 0.0747
H -2.821139 -0.419982 0.857181 0.173 0.336 0.156 0.0687
H 1.103206 0.934088 -1.369752 0.041 0.023 -0.095 0.1161
H 2.273041 0.053447 -0.349871 -0.025 0.040 0.023 0.1140
H 1.065558 2.256055 1.750983 -0.187 0.018 -0.009 0.0849
H -0.656939 1.860028 2.040437 0.146 0.058 -0.095 0.0824
H -0.141424 2.664023 0.528797 0.033 -0.246 0.087 0.0940
H 1.461075 -2.431382 -1.645815 -0.069 0.131 -0.303 0.0629
H -0.118430 -3.041214 -0.908089 -0.019 -0.159 0.254 0.0602

=====

# 7
16
Properties=species:S:1:pos:R:3:forces:R:3:lowdin_charge:R:1 method="wB97M-V/def2-TZVPD" orbital_gap_ev=9.93 smiles="C=NN1[C@@H]2C=CC[C@@H]21" de_lowest_ev=6.154 energy_ha=-342.70777
C -2.609191 0.332035 -0.295000 -4.331 1.330 1.616 -0.0822
C 0.185877 -0.950604 0.476918 3.515 -3.246 1.999 -0.3424
C 1.534119 -1.066875 -0.193700 0.175 -1.638 1.278 -0.1569
C 2.019359 0.384090 -0.243881 1.822 -1.262 -1.951 -0.1190
C 1.052939 1.282707 -0.041495 1.022 -0.136 2.194 -0.0437
C -0.054449 0.500791 0.699854 -1.927 4.270 0.229 -0.1829
H -3.641211 0.333510 -0.014106 -1.098 -0.884 -0.381 0.0545
H -2.410011 1.400655 -0.337569 1.641 -0.193 -0.703 0.0827
H -0.031370 -1.974688 0.910741 -0.829 1.981 0.324 0.1648
H 2.092786 -2.013068 0.421502 -0.622 2.958 -2.235 0.1676
H 1.191486 -1.257352 -1.268465 1.257 -0.591 1.203 0.1379
H 3.006539 0.384955 -0.772408 -0.898 1.180 0.542 0.1066
H 1.096362 2.411480 -0.141990 -0.114 -1.724 0.096 0.1204
H -0.826474 1.256013 1.294472 2.030 -2.817 -0.968 0.1837
N -1.964642 -0.721672 -0.137958 0.686 1.237 -0.823 0.0559
N -0.642126 -0.301974 -0.356910 -2.326 -0.466 -2.422 -0.1469